(1)
{"formula": "C24H45ClLuN3O4Si", "method": "wB97M-V/def2-TZVPD", "homo_lumo_gap_ev": 6.8, "total_charge": 0, "e_homo_ev": -6.61, "lumo_energy_ev": 0.147, "elements": ["O", "C", "C", "C", "H", "C", "H", "C", "H", "C", "H", "C", "H", "H", "C", "C", "H", "H", "H", "C", "C", "H", "H", "H", "H", "Lu", "Cl", "C", "O", "N", "C", "C", "H", "H", "H", "H", "H", "H", "H", "H", "H", "C", "C", "N", "H", "C", "O", "H", "H", "H", "H", "H", "H", "C", "C", "N", "H", "C", "O", "H", "H", "H", "H", "C", "Si", "C", "C", "C", "H", "H", "H", "H", "H", "H", "H", "H", "H", "H", "H"], "xyz": [[-0.859, 1.370, -0.005], [-1.151, 2.520, -0.709], [-2.165, 2.274, -1.839], [-2.585, 0.986, -2.175], [-2.238, 0.155, -1.564], [-3.366, 0.776, -3.314], [-3.638, -0.244, -3.595], [-3.783, 1.865, -4.088], [-4.393, 1.710, -4.976], [-3.427, 3.165, -3.704], [-3.756, 4.027, -4.287], [-2.633, 3.366, -2.578], [-2.326, 4.368, -2.263], [-1.605, 3.278, -0.040], [0.921, 3.928, -0.164], [0.150, 3.164, -1.198], [1.538, 4.691, -0.652], [1.575, 3.265, 0.418], [0.218, 4.418, 0.522], [0.620, 2.885, -2.423], [1.997, 3.177, -2.904], [-0.009, 2.373, -3.155], [1.962, 3.828, -3.788], [2.478, 2.239, -3.210], [2.634, 3.648, -2.143], [0.596, 0.067, 0.768], [2.587, 0.617, -0.663], [2.820, -2.007, 1.100], [2.002, -1.434, 1.878], [3.843, -2.761, 1.477], [4.210, -2.909, 2.881], [4.745, -3.382, 0.509], [2.717, -1.862, 0.006], [3.546, -2.310, 3.504], [5.251, -2.595, 3.010], [4.149, -3.967, 3.162], [4.393, -3.182, -0.510], [4.793, -4.469, 0.669], [5.762, -2.990, 0.629], [-5.228, -1.274, 0.940], [-3.776, -3.388, 1.216], [-4.329, -0.856, 0.471], [-2.874, -2.836, 0.928], [-3.132, -1.406, 1.099], [-4.318, 0.230, 0.588], [-2.261, -0.597, 1.699], [-1.054, -0.910, 1.936], [-2.027, -3.141, 1.543], [-2.643, 0.406, 1.954], [-4.345, -1.100, -0.601], [-2.663, -3.065, -0.128], [1.962, 2.642, 5.487], [-0.644, 3.062, 6.056], [1.693, 3.203, 4.582], [-0.744, 3.422, 5.024], [0.321, 2.896, 4.181], [2.380, 2.953, 3.772], [0.056, 2.059, 3.187], [0.948, 1.548, 2.446], [-1.706, 3.096, 4.617], [-1.016, 1.829, 3.031], [1.746, 4.270, 4.819], [-0.705, 4.518, 5.041], [2.052, -2.812, -2.595], [0.431, -3.035, -1.664], [-0.809, -3.928, -2.778], [0.626, -4.247, -0.228], [-0.162, -1.360, -1.101], [2.613, -3.756, -2.666], [2.694, -2.049, -2.134], [1.835, -2.473, -3.620], [-0.409, -4.913, -3.060], [-1.771, -4.094, -2.271], [-1.009, -3.366, -3.699], [1.278, -3.885, 0.576], [-0.350, -4.488, 0.216], [1.056, -5.182, -0.616], [-0.033, -0.625, -1.925], [-1.251, -1.395, -0.906]], "forces_ev_per_angstrom": [[0.07, -0.03, 0.84], [-0.28, 0.35, -0.24], [0.14, 0.11, 0.12], [0.19, 0.25, -0.08], [0.00, 0.23, -0.25], [-0.17, 0.30, 0.00], [0.02, 0.30, 0.02], [0.12, -0.04, 0.27], [0.14, 0.01, 0.15], [-0.01, -0.06, 0.14], [0.03, -0.27, 0.10], [0.05, -0.28, -0.03], [-0.10, -0.25, -0.26], [-0.20, -0.08, 0.06], [0.12, -0.02, -0.07], [-0.20, -0.69, -1.01], [-0.07, -0.10, 0.31], [-0.06, 0.16, -0.05], [0.16, 0.02, -0.02], [-0.25, 0.20, 0.57], [0.35, 0.28, -0.22], [0.01, -0.04, 0.37], [0.10, -0.05, 0.07], [-0.04, 0.18, 0.10], [-0.18, -0.19, -0.25], [-0.48, -0.35, -1.98], [0.50, 0.24, 0.09], [-0.89, 0.78, 0.01], [1.16, -0.79, -0.68], [0.27, 0.02, 0.28], [-0.01, -0.24, -0.13], [-0.15, 0.02, -0.10], [0.10, -0.28, 0.51], [0.09, -0.11, -0.14], [-0.15, 0.08, 0.03], [-0.09, 0.18, 0.04], [0.08, -0.05, 0.30], [-0.16, 0.26, -0.02], [-0.21, 0.06, -0.03], [0.12, 0.08, -0.10], [0.15, 0.13, 0.06], [-0.18, -0.09, 0.30], [-0.04, 0.09, -0.42], [0.21, 0.12, 0.30], [-0.07, -0.17, -0.13], [1.41, -0.49, -0.50], [-2.12, 0.28, 0.62], [-0.09, 0.13, -0.10], [0.10, -0.29, -0.31], [0.15, 0.12, 0.30], [0.07, 0.11, 0.29], [-0.08, 0.04, -0.23], [0.00, -0.01, -0.22], [-0.08, 0.09, 0.01], [-0.03, -0.01, -0.04], [-0.01, -0.12, 0.25], [-0.16, 0.04, 0.13], [1.31, -0.74, -1.23], [-1.42, 0.99, 1.83], [0.14, 0.14, 0.15], [0.41, 0.17, -0.01], [0.08, -0.13, -0.13], [-0.04, -0.21, -0.08], [0.20, -0.27, -0.14], [-0.77, 1.27, 0.38], [0.14, -0.26, -0.29], [0.28, -0.27, 0.05], [0.20, -0.53, 0.04], [-0.03, 0.17, -0.07], [-0.17, -0.11, -0.10], [0.08, -0.07, 0.25], [-0.17, 0.09, -0.05], [0.20, 0.06, -0.04], [0.03, -0.07, 0.17], [-0.17, -0.09, -0.11], [0.19, 0.06, -0.10], [-0.11, 0.06, 0.17], [0.03, -0.29, 0.30], [0.21, -0.12, -0.02]], "lowdin_charge": [-0.384, -0.397, -0.174, -0.044, 0.066, -0.084, 0.099, -0.105, 0.093, -0.094, 0.097, -0.052, 0.119, 0.130, -0.065, -0.271, 0.075, 0.051, 0.074, -0.132, -0.127, 0.117, 0.072, 0.057, 0.062, 1.383, -0.018, -0.362, -0.163, -0.163, -0.021, -0.022, 0.052, 0.089, 0.093, 0.095, 0.089, 0.096, 0.094, 0.091, 0.096, -0.030, -0.018, -0.159, 0.094, -0.278, -0.170, 0.091, 0.140, 0.098, 0.082, 0.101, 0.097, -0.012, -0.036, -0.171, 0.095, -0.245, -0.156, 0.091, 0.140, 0.094, 0.096, -0.198, 0.361, -0.206, -0.186, -0.394, 0.023, -0.012, 0.033, 0.021, 0.010, 0.024, 0.001, 0.015, 0.027, -0.016, -0.059]}


(2)
{"formula": "C24H45CoNP2Si", "method": "wB97M-V/def2-TZVPD", "homo_lumo_gap_ev": [4.6, 4.8], "s2": 3.85, "total_charge": 0, "multiplicity": 4, "e_homo_ev": [-4.81, -5.39], "lumo_energy_ev": [-0.201, -0.542], "elements": ["P", "P", "C", "C", "H", "H", "H", "H", "C", "H", "H", "H", "C", "H", "H", "H", "C", "H", "H", "H", "C", "H", "H", "H", "Co", "C", "C", "C", "C", "C", "C", "C", "C", "C", "H", "H", "H", "H", "H", "H", "H", "H", "H", "H", "H", "H", "H", "H", "H", "C", "Si", "C", "C", "N", "C", "C", "C", "C", "C", "C", "H", "H", "H", "H", "H", "H", "H", "H", "H", "H", "H", "H", "H", "H"], "xyz": [[-0.405, -1.879, -3.113], [0.554, 1.444, -2.162], [0.347, -0.587, -4.222], [1.266, 0.410, -3.496], [-0.478, -0.069, -4.719], [0.894, -1.126, -5.000], [2.173, -0.080, -3.093], [1.587, 1.159, -4.239], [-0.168, 2.820, -3.125], [-0.217, 3.731, -2.520], [-1.174, 2.569, -3.482], [0.474, 2.988, -3.995], [1.817, 2.145, -1.107], [2.312, 2.956, -1.659], [2.598, 1.412, -0.853], [1.421, 2.581, -0.181], [-1.661, -2.941, -4.040], [-1.736, -3.922, -3.556], [-1.284, -3.101, -5.049], [-2.677, -2.537, -4.109], [0.904, -3.219, -3.723], [1.920, -2.862, -3.490], [0.828, -3.352, -4.811], [0.740, -4.186, -3.225], [1.731, 0.384, 2.250], [-1.106, 0.588, -1.890], [-1.705, -0.591, -2.618], [-2.763, -1.317, -1.735], [-2.165, -2.468, -0.892], [-0.876, -2.951, -1.459], [0.341, -2.180, -1.469], [0.534, -0.934, -0.554], [-0.612, 0.087, -0.493], [1.438, -1.415, 2.796], [-1.878, 1.370, -1.766], [-2.169, -0.264, -3.568], [-3.567, -1.744, -2.375], [-3.243, -0.587, -1.085], [-2.045, -2.154, 0.156], [-2.867, -3.306, -0.864], [-0.769, -3.994, -1.745], [1.313, -2.689, -1.528], [1.471, -0.418, -0.885], [0.784, -1.247, 0.476], [-1.440, -0.343, 0.063], [-0.281, 0.916, 0.169], [2.399, -1.698, 3.256], [1.186, -2.141, 2.004], [0.650, -1.412, 3.569], [-2.581, 0.447, 2.270], [-1.373, 1.415, 3.339], [-1.987, 3.153, 3.542], [-1.260, 0.485, 4.957], [0.244, 1.577, 2.586], [1.434, 2.090, 3.079], [2.576, 2.048, 2.151], [3.566, 1.088, 2.554], [3.689, 0.833, 3.954], [2.829, 1.393, 4.882], [1.708, 2.112, 4.487], [-3.535, 0.388, 2.815], [-2.250, -0.582, 2.083], [-2.789, 0.943, 1.314], [-2.991, 3.127, 3.987], [-1.329, 3.739, 4.194], [-2.044, 3.653, 2.567], [-1.196, -0.598, 4.796], [-0.411, 0.792, 5.578], [-2.183, 0.690, 5.517], [2.659, 2.625, 1.239], [4.319, 0.726, 1.835], [4.533, 0.213, 4.298], [2.993, 1.246, 5.960], [0.985, 2.553, 5.166]], "forces_ev_per_angstrom": [[0.67, -1.04, -2.88], [-2.69, -0.34, -4.13], [-0.05, -0.11, -0.16], [1.14, 0.24, -0.25], [0.17, 0.12, 0.03], [0.25, 0.38, 0.06], [-0.35, 0.08, -0.28], [0.33, -0.32, 0.23], [0.54, 0.52, -0.11], [-0.05, -0.07, -0.17], [0.39, -0.01, 0.18], [-0.07, 0.34, 0.11], [0.38, -0.05, 0.61], [-0.36, -0.18, -0.24], [-0.48, 0.12, 0.09], [-0.12, -0.36, -0.23], [-0.62, 0.14, -0.55], [0.14, 0.32, -0.25], [-0.04, 0.05, -0.08], [0.22, 0.08, 0.04], [0.10, 0.28, -0.27], [-0.19, -0.20, -0.13], [0.08, -0.13, 0.23], [0.16, 0.19, -0.20], [-1.22, -1.88, -0.38], [1.26, 0.31, 3.64], [-0.12, -0.88, -0.13], [-0.40, 0.49, -0.50], [-0.14, -0.24, 0.34], [-0.28, -1.57, 1.42], [1.12, 2.38, 1.81], [0.05, -0.10, -0.35], [-0.80, -0.23, 1.23], [-0.42, -1.56, -0.07], [0.55, -0.05, 0.14], [0.15, -0.22, 0.40], [0.60, 0.45, 0.28], [-0.22, 0.00, 0.15], [0.04, -0.10, -0.23], [0.02, 0.10, -0.06], [-0.15, 0.17, 0.34], [-0.74, -0.11, -0.05], [-0.44, -0.49, 0.13], [-0.23, 0.15, -0.34], [0.11, 0.07, 0.01], [-0.13, -0.24, -0.25], [-0.35, -0.31, -0.04], [0.03, -0.33, 0.56], [0.20, -0.34, -0.21], [-0.14, 0.11, -0.10], [2.29, -0.08, -0.29], [-0.48, 0.17, 0.17], [-0.39, 0.08, 0.29], [-0.91, 1.30, -0.28], [-1.02, -0.25, -0.49], [0.67, 1.26, -0.29], [1.14, 1.65, 0.84], [1.49, -1.15, -0.79], [-1.03, 1.03, 1.07], [0.76, -0.08, 0.58], [0.18, 0.01, -0.07], [0.03, 0.17, 0.06], [0.04, -0.09, 0.10], [0.09, 0.23, -0.05], [-0.10, -0.11, -0.11], [0.00, -0.06, 0.19], [0.02, 0.19, -0.01], [-0.16, -0.07, -0.22], [0.08, -0.16, 0.08], [-0.10, -0.12, 0.03], [-0.18, 0.41, 0.53], [-0.64, 0.16, -0.21], [0.12, 0.06, -0.56], [0.18, -0.18, 0.04]], "lowdin_spin": [0.159, 0.000, 0.030, 0.001, 0.001, 0.002, 0.000, 0.000, 0.000, 0.000, 0.000, 0.000, -0.001, 0.000, 0.000, 0.000, 0.081, 0.002, 0.008, 0.004, 0.014, -0.001, 0.001, 0.001, 1.661, -0.001, -0.005, 0.020, 0.051, 0.384, 0.157, 0.037, 0.002, 0.015, 0.000, 0.000, 0.001, 0.002, 0.015, 0.001, 0.015, 0.008, 0.001, 0.010, 0.000, 0.000, 0.010, 0.005, 0.001, 0.001, 0.010, 0.004, 0.003, 0.068, -0.024, -0.060, 0.024, 0.118, 0.019, 0.126, 0.000, 0.000, 0.000, 0.001, 0.000, 0.000, 0.000, 0.001, 0.000, -0.007, 0.008, 0.008, -0.002, 0.007]}


(3)
{"formula": "C24H45F3NO20Ti", "method": "wB97M-V/def2-TZVPD", "homo_lumo_gap_ev": [3.4, 9.2], "s2": 6.00, "total_charge": -1, "multiplicity": 5, "e_homo_ev": [-1.22, -6.98], "lumo_energy_ev": [2.215, 2.213], "elements": ["Ti", "N", "O", "O", "O", "C", "C", "O", "C", "O", "O", "C", "H", "H", "H", "H", "H", "H", "H", "H", "C", "C", "O", "C", "O", "O", "C", "H", "H", "H", "H", "H", "H", "H", "H", "C", "C", "O", "C", "O", "O", "C", "H", "H", "H", "H", "H", "H", "H", "H", "C", "C", "O", "C", "O", "O", "C", "H", "H", "H", "H", "H", "H", "H", "H", "C", "C", "O", "C", "O", "O", "C", "H", "H", "H", "H", "H", "H", "H", "H", "C", "C", "O", "C", "O", "C", "F", "F", "F", "H", "H", "H", "H", "H"], "xyz": [[5.418, 11.661, 0.803], [6.241, 9.721, 2.706], [6.824, 10.011, 1.660], [6.203, 8.560, 3.181], [5.613, 10.623, 3.271], [1.354, 15.878, 8.771], [2.824, 15.530, 9.032], [3.097, 14.766, 7.892], [3.096, 13.435, 7.868], [2.697, 12.767, 8.797], [3.475, 13.025, 6.714], [3.643, 11.570, 6.530], [1.275, 16.298, 7.768], [0.988, 16.514, 9.576], [0.729, 14.985, 8.770], [2.969, 14.948, 9.941], [3.395, 16.459, 8.997], [4.461, 11.171, 7.130], [3.927, 11.313, 5.509], [2.704, 11.089, 6.804], [8.460, 10.164, 5.771], [8.069, 8.749, 6.166], [8.334, 8.333, 7.501], [7.621, 8.979, 8.532], [6.745, 9.840, 8.410], [7.922, 8.362, 9.651], [7.496, 8.832, 10.931], [8.481, 10.281, 4.687], [9.491, 10.357, 6.067], [7.734, 10.899, 6.119], [8.632, 8.059, 5.538], [6.995, 8.591, 6.067], [6.410, 8.919, 10.972], [7.861, 9.841, 11.124], [7.841, 8.214, 11.760], [5.664, 6.644, -1.050], [5.375, 7.587, 0.078], [3.997, 7.788, -0.111], [3.350, 8.990, 0.167], [3.781, 10.004, 0.625], [2.115, 8.872, -0.209], [1.040, 9.759, 0.205], [4.999, 5.781, -1.005], [6.658, 6.241, -0.853], [5.575, 7.093, -2.038], [5.998, 8.460, -0.117], [5.575, 7.111, 1.038], [1.469, 10.760, 0.145], [0.569, 9.575, 1.170], [0.266, 9.933, -0.542], [-1.712, 7.930, 7.763], [-1.393, 8.294, 6.311], [-0.018, 8.440, 6.234], [0.499, 8.829, 5.120], [-0.122, 9.275, 4.089], [1.834, 8.783, 5.226], [2.753, 8.851, 4.147], [-2.744, 8.148, 8.039], [-1.050, 8.505, 8.411], [-1.540, 6.909, 8.105], [-1.909, 9.204, 6.003], [-1.635, 7.515, 5.588], [2.282, 8.862, 3.164], [3.405, 7.977, 4.132], [3.364, 9.753, 4.173], [13.896, 6.121, 2.424], [13.510, 6.752, 1.013], [12.133, 6.479, 0.821], [11.214, 7.246, 1.427], [11.551, 8.174, 2.217], [9.955, 6.806, 1.104], [8.860, 7.307, 1.840], [14.964, 6.322, 2.510], [13.636, 5.063, 2.446], [13.509, 6.545, 3.351], [14.015, 6.235, 0.198], [13.736, 7.815, 0.928], [8.808, 8.371, 1.610], [8.978, 7.223, 2.920], [7.879, 6.911, 1.579], [5.375, 5.615, 4.712], [5.355, 6.478, 6.004], [4.315, 6.174, 6.915], [4.539, 5.099, 7.781], [5.608, 4.399, 7.803], [3.390, 4.800, 8.711], [2.406, 5.664, 8.495], [2.959, 3.616, 8.499], [3.784, 4.979, 9.958], [6.039, 6.085, 3.986], [4.350, 5.557, 4.344], [5.859, 4.669, 4.954], [5.031, 7.493, 5.772], [6.293, 6.721, 6.501]], "forces_ev_per_angstrom": [[0.11, -0.13, 0.30], [-1.05, -0.68, 1.31], [0.86, -0.39, -1.38], [0.64, 0.11, -0.47], [-0.74, 0.91, 0.39], [-0.07, 0.00, 1.04], [-2.13, -0.26, -0.24], [2.13, 0.05, -1.81], [-1.36, 0.22, 2.41], [0.32, -0.23, 0.05], [1.30, -1.41, -2.26], [-0.26, 0.05, 0.44], [-0.04, 0.42, 0.27], [-0.25, 0.40, -0.29], [0.20, -0.18, 0.11], [0.11, 0.15, 0.01], [0.42, -0.36, 0.02], [-0.13, 0.35, 0.43], [-0.30, 0.87, -0.13], [0.15, -0.04, -0.03], [-0.02, -0.01, -0.01], [-0.84, 0.32, -0.68], [-0.35, 1.46, 2.78], [-1.71, 0.35, -2.03], [2.17, -1.52, -0.03], [1.24, -0.91, 0.92], [-0.81, 1.22, -0.13], [-0.20, -0.39, -0.13], [-0.09, 0.27, 0.39], [0.36, 0.04, 0.34], [-0.20, -0.22, 0.19], [0.10, 0.20, -0.73], [-0.05, -0.24, -0.12], [0.21, 0.06, -0.23], [0.20, -0.46, -0.69], [0.77, -1.26, 0.25], [0.57, -0.18, -1.21], [-2.65, 2.67, 0.77], [0.91, -1.31, -0.08], [1.46, 0.56, 0.67], [-2.97, -1.70, -0.67], [1.20, 2.03, -0.55], [-0.17, 0.02, -0.02], [0.31, 0.01, -0.54], [0.17, 0.12, 0.17], [-0.36, 0.39, 0.72], [-0.06, 0.41, 0.14], [0.21, 0.16, 0.90], [0.56, -0.47, 0.03], [0.12, -1.40, -0.43], [0.01, 0.15, 0.37], [-1.58, -0.79, 0.33], [1.31, -0.08, 1.07], [-0.04, 2.63, -5.38], [1.90, -2.00, 3.75], [-0.49, -0.46, 0.85], [0.03, 0.26, -1.44], [-0.01, 0.20, -0.20], [-0.15, 0.36, -0.03], [0.15, -0.26, -0.71], [0.10, 0.08, 0.06], [-0.51, -0.08, 0.10], [-0.50, 0.05, 0.15], [-0.06, 0.02, 0.51], [-0.06, -0.10, 0.38], [0.75, 0.88, -1.20], [-0.17, -0.60, 2.31], [-1.78, 0.08, -1.01], [0.65, 2.13, 2.50], [-1.86, -2.92, -2.64], [2.35, -0.68, -0.08], [-0.36, 2.17, 0.70], [0.31, -0.67, 0.07], [0.36, -0.02, -0.25], [-0.65, 0.53, -0.57], [-0.01, -0.14, 0.21], [-0.18, 0.01, 0.27], [-0.28, 0.10, 0.26], [0.26, -0.24, -0.04], [0.58, -0.60, -0.49], [0.78, 0.54, 1.62], [0.04, 1.83, -1.40], [-0.19, -3.42, 2.91], [5.36, -0.63, -2.64], [-4.72, 3.02, -0.01], [0.51, 2.72, -0.60], [-0.84, 0.32, -0.04], [-0.85, -2.54, 0.08], [0.27, -0.44, 1.02], [-0.28, 0.32, -0.06], [0.20, -0.33, -0.15], [-0.56, -0.34, -0.15], [0.02, 0.07, -0.73], [0.19, -1.16, 0.15]], "lowdin_spin": [3.535, 0.033, 0.088, 0.024, 0.060, 0.000, 0.000, 0.000, 0.000, 0.000, 0.002, 0.001, 0.000, 0.000, 0.000, 0.000, 0.000, 0.000, 0.001, 0.000, 0.001, 0.000, 0.000, 0.000, 0.000, 0.000, 0.000, 0.001, 0.000, 0.000, 0.000, 0.000, 0.000, 0.000, 0.000, 0.003, 0.009, 0.010, 0.043, 0.134, 0.013, 0.008, 0.000, 0.000, 0.001, 0.008, 0.001, 0.007, 0.001, 0.000, 0.000, 0.000, 0.000, 0.000, 0.001, 0.001, 0.002, 0.000, 0.000, 0.000, 0.000, 0.000, 0.001, 0.001, 0.001, 0.000, 0.000, 0.000, 0.000, 0.001, 0.001, 0.001, 0.000, 0.000, 0.000, 0.000, 0.000, 0.001, 0.000, 0.000, 0.000, 0.000, 0.000, 0.000, 0.000, 0.000, 0.000, 0.000, 0.000, 0.000, 0.000, 0.000, 0.000, 0.000]}


Electronic energy for every record listed, in sequence, given in Eh: -3392.1174; -3350.8273; -3649.8897.